(1)
Formula: C18H35BrCsN6O
Source: the OMol25 dataset
Level of theory: wB97M-V/def2-TZVPD

Geometry as XYZ:
```
62
Properties=species:S:1:pos:R:3:forces:R:3
Cs 0.43250 -0.20617 0.29613 0.217 -0.255 -0.403
N -0.23225 2.78346 0.79094 0.058 -0.236 0.114
C -1.44294 3.24806 0.11893 -0.092 0.165 -0.110
C -2.49134 2.15801 -0.09681 -0.178 0.124 0.027
N -2.12808 1.04341 -0.97187 0.370 -0.135 0.141
C -3.16253 0.00046 -0.95244 -0.134 -0.023 -0.103
C -3.27668 -0.85312 0.30992 -0.230 0.080 0.098
N -2.18784 -1.81550 0.46430 0.133 0.019 0.005
C -1.84431 1.50201 -2.33682 -0.166 0.028 -0.094
C -0.37570 1.66906 -2.72238 -0.084 0.162 -0.015
N 0.31746 0.38797 -2.83234 -0.040 -0.129 0.251
H -0.44369 2.42530 1.71769 -0.084 0.063 0.028
H 0.42599 3.53939 0.93689 -0.063 0.066 -0.110
H -1.14725 3.67647 -0.84139 -0.029 -0.019 -0.004
H -1.94273 4.05781 0.66601 -0.044 -0.066 -0.029
H -3.39261 2.66025 -0.49257 0.032 0.006 0.013
H -2.78519 1.76167 0.87825 0.092 -0.046 0.016
H -2.96821 -0.67760 -1.78727 0.059 -0.003 0.010
H -4.15238 0.44398 -1.15195 -0.005 -0.005 0.052
H -4.26127 -1.33817 0.28178 0.023 0.060 -0.086
H -3.29408 -0.21830 1.19943 0.039 -0.012 -0.018
H -2.17673 -2.50482 -0.28141 -0.014 0.120 -0.032
H -2.28852 -2.33382 1.32943 -0.041 0.034 -0.010
H -2.35893 2.45466 -2.52365 0.041 0.021 -0.011
H -2.29796 0.79734 -3.04025 0.054 -0.021 -0.019
H 0.14383 2.27024 -1.97191 -0.026 -0.010 0.016
H -0.35766 2.24163 -3.65941 -0.013 -0.007 0.041
H 1.24637 0.50137 -3.21737 -0.030 0.013 -0.078
H -0.18852 -0.25977 -3.42296 0.021 0.074 -0.102
C 0.50858 -4.29213 -5.30130 -0.015 -0.029 -0.112
C 0.76599 -4.18305 -3.82944 0.098 -0.067 0.106
C 1.67021 -5.01545 -3.17048 -0.117 0.124 -0.035
C 1.86323 -4.88394 -1.80740 -0.059 0.067 0.033
C 1.12343 -3.90614 -1.16062 0.094 -0.058 0.070
Br 1.33848 -3.69595 0.72469 0.047 -0.131 0.052
N 0.26997 -3.09772 -1.74144 -0.037 0.043 0.056
C 0.10078 -3.24175 -3.05539 0.006 -0.077 -0.079
H 1.13826 -5.05640 -5.75220 0.004 -0.004 -0.010
H 0.71110 -3.34925 -5.80985 -0.006 0.014 -0.002
H -0.53066 -4.55772 -5.49776 -0.008 0.006 -0.006
H 2.21765 -5.76602 -3.72598 0.014 -0.013 -0.001
H 2.55263 -5.50931 -1.26101 0.005 -0.018 -0.002
H -0.62093 -2.57563 -3.51769 -0.009 0.012 -0.004
O 1.35714 0.23776 2.93827 0.168 0.066 0.212
C 1.99183 -0.28121 3.84177 -0.232 -0.019 0.194
C 3.28304 -1.01420 3.61608 0.039 0.094 -0.037
C 4.38783 -0.16336 4.29864 0.059 -0.056 -0.004
C 4.09956 1.34735 4.42897 0.071 0.010 0.013
C 3.22002 1.76899 5.62001 0.026 0.076 0.062
C 1.74990 1.36992 5.52864 -0.158 -0.071 -0.110
N 1.65937 -0.06008 5.16643 0.202 0.001 0.041
H 3.43569 -1.09763 2.54121 0.057 -0.017 0.010
H 3.26647 -2.01920 4.03922 -0.059 -0.027 0.013
H 5.31118 -0.29954 3.73494 -0.010 0.005 -0.003
H 4.58826 -0.56360 5.29602 -0.001 0.013 0.004
H 3.68891 1.73536 3.49144 -0.033 0.000 0.000
H 5.06203 1.84443 4.56211 -0.007 -0.001 -0.035
H 3.29137 2.85118 5.75223 -0.032 0.006 -0.018
H 3.64732 1.33100 6.52906 -0.005 -0.015 0.001
H 1.22083 1.91900 4.75067 0.052 0.060 0.037
H 1.22574 1.53853 6.46838 0.037 0.001 0.002
H 2.25866 -0.59284 5.78715 -0.059 -0.061 -0.037
```
Positions in Å, forces in eV/Å.

Computed properties:
Orbital gap in Eh: 0.3430
2S+1: 1
E in eV: -100809.1682
Relative energy (zero: lowest compared OMol25 entry of this formula, charge and spin) in kcal per mole: 0.0
Charge: +1

(2)
Formula: C18H35ClNO30PS6
Source: the OMol25 dataset
Level of theory: wB97M-V/def2-TZVPD

Geometry as XYZ:
```
92
Properties=species:S:1:pos:R:3:forces:R:3
C -0.74387 -4.21856 -1.87401 0.381 0.166 0.426
C -0.56386 -3.01292 -2.81146 -0.981 -0.928 -0.612
Cl 0.63415 -3.52122 -4.10327 0.134 0.505 0.197
C -1.83402 -2.64573 -3.59585 0.041 -0.882 0.429
C -3.05013 -2.36833 -2.70593 -0.393 0.590 -0.084
C -2.97798 -1.05379 -1.95028 0.643 0.650 0.320
N -2.59836 -1.10558 -0.59635 0.034 0.411 -0.301
O -3.22430 0.01869 -2.46654 -0.478 -0.543 -0.230
O -0.13801 -1.82357 -2.14788 0.900 -0.066 -0.430
C 1.19263 -1.76755 -1.83325 0.481 -0.194 -0.387
O 1.84807 -2.62048 -1.31370 -0.554 0.447 -0.374
P 2.01467 -0.13255 -2.20947 0.131 1.605 2.499
O 2.27348 0.48678 -0.90028 0.332 -0.214 0.201
O 3.41073 -0.33086 -2.96366 -1.324 -0.192 -0.803
O 1.00776 0.82956 -2.99614 0.327 -1.118 -1.040
H -0.22617 -5.09578 -2.25713 0.009 0.097 0.032
H -1.78335 -4.50227 -1.71257 -0.005 0.250 -0.145
H -0.31524 -3.95942 -0.90415 -0.050 -0.190 -0.033
H -1.62497 -1.86050 -4.32300 -0.057 0.191 0.289
H -2.06846 -3.54424 -4.17590 0.039 0.100 0.008
H -3.91841 -2.29424 -3.36751 0.090 0.105 0.052
H -3.27916 -3.16184 -1.99426 0.302 -0.071 -0.110
H -1.60802 -1.32373 -0.51948 -0.177 -0.619 0.114
H -2.67437 -0.15283 -0.24009 -0.058 -0.149 -0.114
H 3.26228 -0.35434 -3.92300 0.396 -0.149 -0.046
H 1.19335 1.74188 -2.73555 -0.091 0.031 0.106
O -5.96908 5.18483 -3.40905 -0.040 0.145 -0.208
S -4.55309 5.15774 -3.49576 0.228 -0.425 0.254
O -3.82537 6.14893 -4.20348 -0.148 0.176 0.018
O -4.11002 3.70851 -4.01735 -0.259 0.220 0.299
C -3.22516 3.09346 -3.06609 0.498 -0.082 0.009
C -3.62988 3.67257 -1.73083 -0.361 -0.354 0.101
O -3.94428 5.04630 -2.01624 0.212 0.052 -0.370
H -2.20018 3.37150 -3.32506 -0.013 0.044 0.020
H -3.32442 2.01351 -3.09447 -0.186 0.095 -0.145
H -2.84003 3.60643 -0.98953 0.023 0.233 0.012
H -4.53010 3.18965 -1.34449 0.046 -0.044 0.003
O -4.06306 1.00963 2.16158 -0.089 -0.034 -0.440
S -2.69549 1.33219 1.98263 0.366 -0.037 0.917
O -2.15346 1.66154 0.70659 -0.310 0.154 -0.141
O -1.81604 0.16547 2.62251 0.128 1.616 0.027
C -0.94809 0.70611 3.62602 0.468 0.243 -0.036
C -1.68502 1.91606 4.16475 -0.184 -0.277 0.414
O -2.30574 2.49830 3.01094 0.279 -0.127 -0.383
H -0.00764 0.99207 3.14991 0.004 0.006 0.041
H -0.75242 -0.03847 4.39400 -0.181 -0.156 -0.133
H -1.02218 2.63197 4.64288 -0.045 0.167 -0.218
H -2.47124 1.62484 4.86465 0.034 -0.016 0.010
O -2.60788 -1.94151 2.67264 -0.153 -1.358 -0.034
S -2.13470 -3.25799 2.43584 -0.595 -0.212 -0.021
O -0.76733 -3.52214 2.15901 0.096 0.162 0.068
O -3.03779 -3.93034 1.28940 -0.033 0.188 0.317
C -3.63525 -5.13673 1.77813 0.192 -0.483 0.014
C -3.78346 -4.91930 3.26869 -0.497 0.208 -0.002
O -2.59804 -4.20935 3.64695 0.309 -0.137 -0.356
H -2.95818 -5.96663 1.56273 -0.031 -0.017 0.017
H -4.58902 -5.31153 1.28699 0.028 0.222 -0.103
H -3.86164 -5.85182 3.82080 0.244 0.052 0.095
H -4.64578 -4.28872 3.49610 -0.021 -0.039 -0.028
O -0.10714 -8.48576 -2.52150 -0.305 0.028 0.001
S 0.01561 -8.94308 -1.18483 0.501 0.130 0.178
O -0.98288 -9.72327 -0.55166 -0.124 -0.089 -0.193
O 0.35065 -7.67528 -0.25452 0.120 -0.110 -0.352
C 1.58767 -7.88774 0.43694 0.118 -0.213 0.430
C 2.38949 -8.78973 -0.47740 0.240 0.379 -0.281
O 1.42403 -9.69496 -1.02863 -0.301 0.064 0.363
H 1.36876 -8.37757 1.38794 0.030 -0.002 -0.007
H 2.08388 -6.93902 0.62473 -0.186 0.108 -0.136
H 3.16588 -9.33639 0.05040 -0.146 -0.221 -0.041
H 2.83633 -8.22669 -1.29973 0.024 0.021 0.043
O 5.15925 6.32079 -0.30290 0.208 0.161 -0.141
S 5.81133 5.06134 -0.39280 -0.378 -0.446 0.140
O 7.21317 4.94734 -0.56144 0.065 0.260 0.076
O 5.07405 4.20019 -1.52870 -0.120 0.271 0.349
C 4.58601 2.97147 -0.96729 0.236 -0.483 0.009
C 4.31189 3.28856 0.48384 -0.574 0.140 -0.022
O 5.37779 4.16879 0.86469 0.329 -0.074 -0.334
H 5.36739 2.21597 -1.06751 -0.043 -0.028 -0.001
H 3.69425 2.64027 -1.48899 0.016 0.157 -0.091
H 4.30379 2.40197 1.11040 0.217 0.074 0.083
H 3.36798 3.82520 0.60298 -0.014 -0.047 -0.004
O 4.98673 6.59699 5.05660 -0.075 -0.254 0.059
S 3.84531 6.97691 4.30653 0.108 0.416 -0.351
O 2.59533 6.32219 4.45299 0.023 -0.092 0.210
O 4.24562 7.00011 2.75484 0.162 0.066 0.397
C 4.00835 8.29984 2.20328 -0.369 0.245 -0.269
C 4.18129 9.24924 3.36893 0.508 0.076 -0.063
O 3.61165 8.55554 4.48630 -0.277 -0.266 -0.213
H 2.98806 8.32583 1.81517 0.013 0.028 -0.002
H 4.70645 8.49948 1.39499 0.097 -0.263 0.038
H 3.67741 10.19908 3.21269 -0.175 -0.076 0.191
H 5.23725 9.42874 3.58296 -0.005 0.020 -0.050
```
Positions in Å, forces in eV/Å.

Computed properties:
SMILES: C[C@@](Cl)(CCC(N)=O)OC(=O)P(=O)(O)O.O=S1(=O)OCCO1.O=S1(=O)OCCO1.O=S1(=O)OCCO1.O=S1(=O)OCCO1.O=S1(=O)OCCO1.O=S1(=O)OCCO1
Orbital gap in Eh: 0.3552
2S+1: 1
E in eV: -168968.1038
Charge: 0

(3)
Formula: C18H35N2O5P
Source: the OMol25 dataset
Level of theory: wB97M-V/def2-TZVPD

Geometry as XYZ:
```
61
Properties=species:S:1:pos:R:3:forces:R:3
O -5.75358 -3.26643 4.12773 0.080 0.186 -0.212
C -5.38612 -2.13865 3.95163 0.041 -0.150 0.057
O -6.01557 -1.36452 3.01404 -0.155 0.038 0.243
C -4.17885 -1.52302 4.58526 0.009 -0.077 0.073
P -2.83362 -1.05522 3.27242 0.097 -0.039 -0.108
C -1.44744 -0.62916 2.00122 0.304 0.215 0.000
C -0.66983 0.53309 2.52251 0.002 -0.079 -0.017
O 0.40234 0.39876 3.07882 -0.107 -0.003 0.151
C -1.33283 1.88058 2.47438 0.007 0.040 -0.131
C -1.27774 2.70379 3.59787 0.018 0.027 -0.057
C -1.87952 3.95477 3.57721 0.052 -0.128 -0.067
C -2.51827 4.39254 2.42367 0.002 0.010 -0.024
C -2.56794 3.57942 1.29743 -0.019 -0.002 0.006
C -1.98751 2.31816 1.32327 -0.041 0.009 0.181
H -5.79980 -0.43438 3.15494 0.101 -0.019 -0.094
H -4.42642 -0.62399 5.15896 -0.004 0.005 -0.052
H -3.74318 -2.26283 5.25902 -0.084 0.050 0.029
H -3.19546 -2.17757 2.48853 0.028 -0.011 0.018
H -1.84509 -1.14933 4.28667 -0.051 0.024 0.001
H -3.45956 0.19174 3.02793 -0.060 -0.033 -0.027
H -1.88247 -0.43082 1.01919 -0.125 -0.110 0.066
H -0.77974 -1.49268 1.94768 -0.068 -0.012 -0.030
H -0.75725 2.35285 4.48083 0.016 0.006 -0.043
H -1.83681 4.58845 4.45444 -0.022 -0.009 -0.034
H -2.97346 5.37507 2.39848 -0.005 -0.031 0.001
H -3.06375 3.93176 0.40043 0.042 -0.026 0.031
H -2.02220 1.67653 0.44996 -0.018 0.082 0.005
C -2.91646 -1.82055 -2.09002 -0.007 0.066 0.042
O -1.81368 -1.65335 -1.21938 -0.092 0.035 -0.017
C -0.86524 -2.70437 -1.22075 0.102 -0.038 0.111
C 0.16930 -2.63230 -2.35050 -0.028 0.103 -0.058
C -0.37311 -3.04849 -3.71421 0.015 -0.053 -0.022
N 0.78949 -1.31101 -2.46256 -0.168 -0.127 0.063
H -3.20987 -2.87189 -2.16247 0.002 -0.011 -0.017
H -2.70689 -1.43689 -3.09136 -0.002 -0.062 -0.021
H -3.74971 -1.25300 -1.67556 0.006 -0.009 0.016
H -0.33323 -2.61086 -0.27026 -0.018 0.033 -0.002
H -1.38018 -3.67450 -1.21553 0.003 -0.001 -0.067
H 0.95927 -3.34063 -2.08081 -0.016 -0.023 0.047
H -0.98461 -2.26306 -4.15905 -0.017 0.013 0.029
H 0.45152 -3.24105 -4.39981 0.008 0.037 0.005
H -0.97666 -3.95567 -3.64427 -0.004 0.008 0.005
H 1.27805 -1.06584 -1.60640 0.141 0.003 -0.094
H 0.04570 -0.62238 -2.54121 0.049 0.025 -0.079
C 6.23326 2.81392 -3.15747 -0.036 0.019 -0.078
O 5.61245 1.71428 -3.79232 0.014 0.049 0.040
C 5.75140 0.47114 -3.13268 0.000 -0.120 -0.046
C 4.73999 0.22420 -2.00613 -0.055 0.094 0.038
C 5.03438 1.00388 -0.72818 0.019 -0.036 0.051
N 3.35931 0.48383 -2.41851 0.172 0.084 -0.070
H 7.16574 2.51593 -2.66790 0.003 0.000 0.022
H 5.57813 3.28426 -2.41995 0.042 -0.014 0.044
H 6.46246 3.54876 -3.92865 -0.003 -0.013 -0.008
H 5.59133 -0.28465 -3.90575 -0.017 0.030 -0.019
H 6.78038 0.35394 -2.76589 -0.017 0.011 0.052
H 4.81094 -0.84158 -1.76436 0.041 -0.020 -0.035
H 4.74706 2.05124 -0.82296 0.008 0.007 -0.035
H 4.46469 0.58871 0.10277 -0.032 0.013 -0.020
H 6.09436 0.96063 -0.46974 -0.001 0.006 -0.008
H 3.09670 -0.13278 -3.18169 -0.114 -0.078 0.116
H 3.32534 1.42124 -2.81097 -0.039 0.006 0.052
```
Positions in Å, forces in eV/Å.

Computed properties:
SMILES: O=C(O)C[PH3]CC(=O)c1ccccc1.COC[C@@H](C)N.COC[C@@H](C)N
Orbital gap in Eh: 0.3387
2S+1: 1
E in eV: -41737.2063
Relative energy (zero: lowest compared OMol25 entry of this formula, charge and spin) in kcal per mole: 0.0
Charge: 0

(4)
Formula: C18H35NP2S2V
Source: the OMol25 dataset
Level of theory: wB97M-V/def2-TZVPD

Geometry as XYZ:
```
59
Properties=species:S:1:pos:R:3:forces:R:3
V -0.58400 -0.46455 -0.01352 -0.385 -2.056 -1.170
S -1.52919 -2.08939 1.48866 -0.154 -0.633 -0.504
S 0.80447 -0.38197 -2.01958 0.106 -0.126 -0.241
C -0.75304 -3.71694 1.10910 0.111 0.058 0.076
C -3.06759 -2.22139 0.50059 -0.413 -0.254 0.093
C -2.87905 -2.32017 -1.00742 -0.405 -0.400 0.273
N -2.06675 -1.18403 -1.48132 -0.134 0.349 0.187
C -1.63665 -1.38083 -2.88578 0.106 0.048 -0.398
C -0.57311 -0.35199 -3.20870 0.052 0.056 -0.211
H -3.66357 -1.33638 0.76844 0.063 -0.292 0.048
H -3.56654 -3.11996 0.87868 -0.188 0.275 -0.016
H -3.86266 -2.27701 -1.50759 0.263 -0.273 0.295
H -2.40250 -3.27167 -1.29816 -0.078 0.443 0.132
H -2.50605 -1.23866 -3.54473 0.291 -0.159 0.007
H -1.26724 -2.40975 -3.03079 -0.126 0.410 0.189
H -0.98039 0.67159 -3.20407 0.181 -0.296 -0.075
H -0.10866 -0.54759 -4.17514 -0.192 0.199 -0.141
C 1.63434 -1.93626 -2.51525 -0.012 -0.060 0.266
H -2.72246 -0.39055 -1.52808 0.170 -0.072 0.140
H 1.05909 -2.81786 -2.21144 0.181 0.215 -0.128
H 2.62153 -1.93632 -2.04005 -0.268 0.008 -0.232
H 1.75005 -1.89633 -3.60421 0.013 0.003 0.258
H 0.03294 -3.87996 1.85518 -0.281 0.020 -0.152
H -0.32546 -3.75419 0.09941 -0.177 0.054 0.278
H -1.52567 -4.48667 1.22832 0.169 0.236 0.021
C -3.82484 2.84696 -0.10736 0.090 0.193 0.428
C -3.17527 3.49557 0.86687 -0.601 0.030 -0.205
H -4.63722 2.15860 0.12570 0.123 0.180 -0.056
H -3.63917 3.04713 -1.16616 -0.046 -0.034 0.277
H -3.44250 3.36740 1.92174 -0.030 0.037 -0.419
H -2.40373 4.24618 0.66535 -0.358 -0.213 0.026
C -0.51429 2.42638 2.03328 -0.650 -0.077 0.333
P 0.02873 1.67239 0.49333 2.341 2.860 0.969
C -0.49267 2.80698 -0.82500 -0.293 -0.133 -0.376
C 1.87860 1.80537 0.62881 -0.208 -0.830 -0.522
C 2.58039 2.96149 0.30368 -0.054 0.008 -0.086
C 3.98024 2.93771 0.24413 -0.134 -0.307 0.244
C 4.66786 1.74800 0.52707 -0.171 0.222 -0.014
C 3.96677 0.58008 0.84950 -0.193 0.039 0.122
C 2.57354 0.60952 0.91909 -0.743 0.062 -0.679
P 1.47816 -0.84552 1.23756 1.543 0.982 0.804
C 2.56577 -2.28396 1.02533 -0.313 -0.134 -0.289
C 1.28876 -0.78514 3.05014 -0.145 -0.095 0.108
H -1.60674 2.45187 2.03947 0.275 0.026 0.225
H -0.12753 3.45456 2.08987 -0.028 -0.317 -0.022
H -0.16748 1.84376 2.88972 0.049 0.229 -0.109
H -0.03835 3.79596 -0.66097 -0.111 -0.333 -0.083
H -0.19562 2.41683 -1.80843 0.069 0.274 0.232
H -1.58904 2.90346 -0.78077 0.635 -0.045 -0.117
H 2.02367 3.86574 0.05878 0.353 -0.072 0.048
H 4.52259 3.84341 -0.03374 -0.130 -0.319 0.128
H 5.75827 1.72773 0.49184 -0.334 0.002 -0.053
H 4.49909 -0.35270 1.02817 0.044 0.299 0.006
H 3.38282 -2.17371 1.75102 -0.188 -0.163 -0.208
H 2.00234 -3.20144 1.23126 0.359 0.142 -0.035
H 2.96271 -2.31445 0.00437 0.013 -0.099 0.357
H 2.29205 -0.59900 3.46361 -0.355 -0.091 -0.026
H 0.61451 0.02318 3.36078 0.229 -0.302 -0.027
H 0.90576 -1.74154 3.42941 0.070 0.225 0.026
```
Positions in Å, forces in eV/Å.

Computed properties:
⟨S²⟩: 2.0377
Orbital gap (spin up / spin down) in Eh: 0.2437 / 0.2703
2S+1: 3
E in eV: -86633.2845
Charge: +3